22
Properties=species:S:1:pos:R:3:mulliken_charge:R:1 method="wB97M-V/def2-TZVPD" smiles=C[NH2+]C(C)(OC)OC total_energy_ev=-10988.6136 e_homo_ev=-15.094 e_above_lowest_ev=3.191 total_charge=+1 homo_lumo_gap_ev=12.056
C -0.0376 1.0220 1.2739 -1.31
C 2.3048 0.8301 -0.2535 -0.60
C -0.1635 -2.3815 -0.2642 -0.81
C -2.5639 0.0350 -0.0943 -0.77
C -0.1879 0.0066 0.2060 0.71
N 1.0565 0.4648 -0.9331 -0.23
O 0.0501 -1.2539 0.6720 -0.36
O -1.2787 0.1383 -0.5972 -0.34
H 0.0947 2.0760 0.7567 0.31
H -0.8149 0.8258 2.0264 0.43
H 0.9431 0.9135 1.7260 0.42
H 2.1321 0.6437 0.7386 0.16
H 3.1500 0.0497 -0.5193 0.32
H 2.4267 1.9294 -0.3696 0.35
H -0.9526 -2.9894 0.1843 0.31
H 0.7693 -2.8498 -0.3587 0.34
H -0.4832 -2.1068 -1.3005 0.36
H -2.8712 0.8465 0.4891 0.33
H -2.7848 -0.9297 0.3718 0.31
H -3.2243 -0.0234 -1.0232 0.28
H 0.5468 1.2718 -1.4262 0.40
H 1.1166 -0.3438 -1.5429 0.37



22
Properties=species:S:1:pos:R:3:mulliken_charge:R:1 method="wB97M-V/def2-TZVPD" smiles=C[C@H](O)[C@](C)([NH3+])CO total_energy_ev=-10989.0420 e_homo_ev=-14.393 e_above_lowest_ev=2.762 total_charge=+1 homo_lumo_gap_ev=11.221
C -0.4544 2.1207 0.4659 -1.57
C -0.1151 -1.5462 -1.0037 -1.44
C 1.8192 -0.1727 0.4070 -1.06
C -0.5877 0.8771 -0.3798 0.14
C 0.1591 -0.4822 0.0264 0.89
N -0.6165 -1.0908 1.2061 -0.30
O 2.4078 0.6540 -0.5124 -0.46
O -1.9988 0.5937 -0.3747 -0.63
H 0.5394 2.1940 0.7898 0.41
H -1.1524 2.0971 1.2970 0.37
H -0.6686 2.8925 -0.1489 0.44
H -0.9746 -1.2149 -1.5362 0.39
H 0.5698 -1.8930 -1.8324 0.36
H -0.4100 -2.4931 -0.6572 0.42
H 1.8215 0.2760 1.3826 0.44
H 2.1944 -1.2117 0.4227 0.47
H -0.3282 1.1393 -1.4751 0.41
H -0.6612 -0.5318 2.0302 0.32
H -0.3270 -2.0333 1.2902 0.32
H -1.5651 -1.1384 0.7464 0.41
H 2.9623 0.1066 -1.0744 0.34
H -2.6138 0.8570 -1.0696 0.33



22
Properties=species:S:1:pos:R:3:mulliken_charge:R:1 method="wB97M-V/def2-TZVPD" total_energy_ev=-10990.1083 e_homo_ev=-13.643 e_above_lowest_ev=1.696 total_charge=+1 homo_lumo_gap_ev=10.542
C 1.0853 1.8366 0.8761 -0.65
O -0.3379 1.6168 0.8494 -0.46
C 1.7929 0.5414 1.1700 -0.32
C 1.8200 -0.3686 -0.1025 -1.13
C 0.4682 -0.6805 -0.6201 -0.04
C -0.2175 -1.7628 -0.3022 -0.22
N -1.6097 -1.8511 -0.7728 -0.20
H 1.3172 2.2146 -0.1264 0.30
H 1.2733 2.6351 1.5982 0.32
H -0.6213 1.4591 1.7421 0.31
H 2.8234 0.5535 1.5377 0.34
H 1.2440 -0.0458 1.9161 0.30
H 2.4098 0.1210 -0.8800 0.37
H 2.3338 -1.2852 0.1333 0.42
H -0.0273 -0.0499 -1.3322 0.24
H 0.0701 -2.5932 0.3382 0.41
H -2.2695 -1.7238 0.0033 0.37
H -1.8206 -2.6591 -1.3333 0.38
H -1.8405 -1.0301 -1.3592 0.27
H -2.6188 1.1049 -1.8921 0.33
H -2.5456 1.3237 -0.3897 0.30
O -2.7291 0.6435 -1.0539 -0.66



22
Properties=species:S:1:pos:R:3:mulliken_charge:R:1 method="wB97M-V/def2-TZVPD" total_energy_ev=-18236.5519 e_homo_ev=-7.063 e_above_lowest_ev=1.954 homo_lumo_gap_ev=7.948
C -2.6112 1.4442 0.2007 -0.93
C 3.5459 0.3449 -0.3883 -0.58
C -2.6148 -0.0273 -0.1881 -0.40
C -1.5290 -0.8233 0.4429 -0.68
C 2.7609 -0.2496 0.7349 -0.91
N -0.2359 -0.4064 -0.1242 -0.15
O 0.9807 1.5079 -1.0376 -0.51
P 0.6081 0.8962 0.4538 0.17
H -1.5466 1.8680 -0.1710 0.13
H -3.2994 1.9823 -0.3880 0.38
H -2.8711 1.4663 1.2405 0.32
H 4.6981 0.4777 -0.1164 0.25
H 3.4848 -0.3856 -1.1910 0.25
H 3.1899 1.2660 -0.7533 0.15
H -2.4493 0.0581 -1.2467 0.28
H -3.5334 -0.5531 0.0345 0.34
H -1.4937 -0.6109 1.5345 0.32
H -1.7506 -1.8919 0.3741 0.30
H 3.0017 0.0222 1.7572 0.35
H 2.4970 -1.2796 0.6755 0.35
H -0.3147 -0.5628 -1.1863 0.32
H 1.6163 2.1850 -1.0547 0.29



21
Properties=species:S:1:pos:R:3:mulliken_charge:R:1 method="wB97M-V/def2-TZVPD" smiles="CCN=P(C)(C)C" total_energy_ev=-16186.8116 e_homo_ev=-6.779 e_above_lowest_ev=3.611 homo_lumo_gap_ev=7.355
C 0.7679 2.1949 -1.6222 -1.08
C -1.1263 -2.2770 -0.4427 -1.05
C -0.6897 -0.6117 1.8388 -1.21
C 1.4307 -0.9111 0.1830 -1.43
C -0.2960 2.0306 -0.3174 -0.32
N -1.3022 1.0956 -0.6900 -0.61
P -0.4131 -0.6891 0.0519 0.83
H 0.2967 1.5191 -2.3890 0.28
H 0.7820 3.1818 -1.9170 0.40
H 1.7857 1.8809 -1.3798 0.24
H -1.7277 -2.5024 0.5315 0.30
H -1.7966 -2.2641 -1.2708 0.32
H -0.3575 -3.0375 -0.6112 0.37
H -1.3658 -1.2794 2.3064 0.49
H 0.2593 -0.6862 2.4497 0.35
H -1.0371 0.4690 2.1771 0.27
H 1.9610 -0.0577 0.6492 0.35
H 1.4806 -1.8259 0.7255 0.48
H 2.0103 -1.0364 -0.6652 0.42
H -0.8238 3.0078 -0.2451 0.41
H 0.1616 1.7990 0.6373 0.21



21
Properties=species:S:1:pos:R:3:mulliken_charge:R:1 method="wB97M-V/def2-TZVPD" total_energy_ev=-17738.1536 e_homo_ev=-2.613 e_above_lowest_ev=0.244 total_charge=-1 homo_lumo_gap_ev=6.712
C -0.4501 -0.2972 -2.6450 -1.20
C 0.7328 -0.2943 -1.6839 0.00
N 1.0515 1.0720 -1.3054 -0.52
C 2.1483 1.1251 -0.3533 -0.83
H -0.5668 -1.2455 -3.1711 0.35
H -0.2823 0.5027 -3.3687 0.33
H -1.3646 -0.0879 -2.0883 0.21
H 1.6120 -0.7368 -2.1695 0.44
H 0.4881 -0.8939 -0.7957 0.04
H 0.2359 1.4218 -0.7808 0.18
H 2.3499 2.1644 -0.0961 0.30
H 1.9435 0.5620 0.5717 0.22
H 3.0438 0.6754 -0.7990 0.33
C -1.4628 -1.2811 2.4388 -1.05
C -1.2375 0.2237 2.3788 -0.43
S -1.5783 0.9212 0.7242 -0.67
H -0.7176 -1.8105 1.8394 0.22
H -2.4435 -1.5345 2.0374 0.27
H -1.3863 -1.6554 3.4700 0.34
H -0.2168 0.4510 2.7003 0.22
H -1.8992 0.7179 3.0961 0.25



21
Properties=species:S:1:pos:R:3:mulliken_charge:R:1 method="wB97M-V/def2-TZVPD" smiles=CSCC[C@H](C)[NH3+] total_energy_ev=-17729.4780 e_homo_ev=-12.454 e_above_lowest_ev=1.802 total_charge=+1 homo_lumo_gap_ev=9.068
C -1.0802 -2.3401 -1.1483 -1.50
C -0.7817 -1.0842 -0.3942 0.31
C 0.6201 -0.4724 -0.8682 -0.97
C 1.0211 1.0005 -0.3000 -0.57
S 0.4076 1.2210 1.3800 -0.11
C 1.7235 2.3761 2.1682 -0.82
N -1.9832 -0.2264 -0.1524 -0.19
H -1.3176 -2.2988 -2.2076 0.42
H -1.8330 -3.0931 -0.7447 0.37
H -0.0424 -2.7844 -1.3262 0.34
H -0.6079 -1.5141 0.6220 0.24
H 1.3413 -1.2127 -0.6255 0.43
H 0.6831 -0.4225 -1.9373 0.47
H 2.2492 1.0518 -0.3014 0.34
H 0.6569 1.7473 -0.9770 0.32
H 1.2853 3.3544 2.4356 0.32
H 2.7207 2.5416 1.6395 0.26
H 1.7882 1.9523 3.1030 0.33
H -2.2502 0.3407 -0.9464 0.39
H -2.8051 -0.7226 0.0699 0.37
H -1.7957 0.5858 0.5111 0.26



21
Properties=species:S:1:pos:R:3:mulliken_charge:R:1 method="wB97M-V/def2-TZVPD" smiles=CSCC[C@@H](C)[NH3+] total_energy_ev=-17729.2503 e_homo_ev=-11.659 e_above_lowest_ev=2.030 total_charge=+1 homo_lumo_gap_ev=8.061
C 1.5005 1.1450 -0.7152 -1.58
C 1.1992 -0.1637 -0.1345 0.28
C 0.2051 -0.1657 1.1965 -0.91
C -1.2351 0.0332 0.6766 -0.72
S -1.9459 -1.1564 -0.4983 -0.05
C -3.3556 -0.3082 -1.0397 -0.78
N 2.4954 -0.7936 0.4787 -0.38
H 2.4417 1.0891 -1.2367 0.58
H 0.7356 1.3379 -1.4924 0.37
H 1.4977 2.0646 -0.0278 0.31
H 0.8689 -0.9903 -0.8082 0.37
H 0.4892 0.6739 1.8598 0.34
H 0.4527 -1.1262 1.6743 0.38
H -1.2004 1.0550 0.2337 0.40
H -1.7826 0.0871 1.6250 0.44
H -4.0204 -0.9139 -1.6117 0.36
H -3.6751 0.4312 -0.0720 0.23
H -3.0598 0.4236 -1.8107 0.27
H 3.0217 -1.4815 -0.1997 0.37
H 2.3077 -1.3236 1.3914 0.36
H 3.0595 0.0826 0.5112 0.37



22
Properties=species:S:1:pos:R:3:mulliken_spin:R:1 method="wB97M-V/def2-TZVPD" total_energy_ev=-28570.5703 multiplicity=2 e_homo_ev="-8.773 / -9.024" e_above_lowest_ev=0.572 homo_lumo_gap_ev="9.417 / 7.159"
N -0.8159 3.0895 -2.6123 0.00
C 4.0702 -0.4940 -0.1894 0.01
C 3.6832 -1.0940 0.9432 0.01
S 0.7186 0.9156 0.1861 0.66
S 0.2142 -0.7587 -0.8404 0.32
C -1.0334 -1.5763 0.1695 -0.01
C -2.4111 -0.9013 0.2835 0.02
C -2.6222 -0.0780 1.5877 0.00
H -0.3203 3.8933 -3.0049 0.00
H -1.3752 3.5230 -1.8778 0.00
H -0.0714 2.6379 -2.0813 0.00
H 5.1302 -0.3823 -0.3861 0.00
H 3.3180 -0.2199 -0.9190 0.00
H 2.7132 -0.8461 1.3614 0.00
H 4.2830 -1.8832 1.3822 0.00
H -1.1698 -2.5016 -0.4037 0.00
H -0.6732 -1.8197 1.1696 0.00
H -2.5472 -0.2543 -0.5819 0.00
H -3.1015 -1.7425 0.3111 0.00
H -1.8467 0.6835 1.5546 0.00
H -2.5634 -0.6076 2.5310 0.00
H -3.5793 0.4165 1.4169 0.00



20
Properties=species:S:1:pos:R:3:mulliken_charge:R:1 method="wB97M-V/def2-TZVPD" smiles=CCC(C)C.O total_energy_ev=-7458.9831 e_homo_ev=-10.480 e_above_lowest_ev=0.802 homo_lumo_gap_ev=11.274
C -0.7749 -2.1449 0.3111 -1.23
C 0.1296 -0.9702 -0.1303 -0.38
C -0.2945 0.5411 0.2565 0.80
C -0.0616 1.3463 -1.0223 -1.56
C -1.7431 0.7045 0.7972 -1.61
H -1.7607 -1.7784 0.0435 0.29
H -0.8842 -2.3747 1.3727 0.31
H -0.6552 -3.0889 -0.2096 0.35
H 0.0092 -1.0626 -1.2096 0.28
H 1.1563 -0.9536 0.2287 0.19
H 0.3413 0.9473 1.0469 0.30
H -0.2194 2.4168 -0.8940 0.41
H 0.8891 1.0619 -1.4731 0.35
H -0.7841 1.0003 -1.7721 0.37
H -2.4082 0.2788 0.0461 0.36
H -1.8567 0.1714 1.7327 0.34
H -2.0276 1.7577 0.7737 0.42
H 3.7354 1.4989 0.1275 0.30
H 3.8057 -0.0284 0.2249 0.30
O 3.4036 0.6768 -0.2505 -0.60



21
Properties=species:S:1:pos:R:3:mulliken_charge:R:1 method="wB97M-V/def2-TZVPD" smiles=CC(C)O.CCO total_energy_ev=-9506.6155 e_homo_ev=-10.207 e_above_lowest_ev=0.384 homo_lumo_gap_ev=11.019
C -0.6601 -0.8096 -2.1991 -1.36
C -0.4295 0.5552 -1.5950 0.74
C -1.6974 1.1340 -0.9943 -1.41
O 0.0028 1.3861 -2.6786 -0.57
H 0.2600 -1.2548 -2.5709 0.33
H -1.2905 -0.7124 -3.0851 0.36
H -1.1186 -1.5033 -1.4970 0.36
H 0.3867 0.5182 -0.8714 0.16
H -2.1938 0.4434 -0.3109 0.35
H -2.3992 1.3582 -1.7988 0.37
H -1.5018 2.0563 -0.4475 0.35
H 0.1491 2.2644 -2.3311 0.32
C 0.5981 -1.1053 2.1680 0.03
O 1.5895 -0.3756 1.4675 -0.54
C 0.6411 -0.7179 3.6313 -1.22
H -0.3944 -0.8588 1.7687 0.14
H 0.7293 -2.1837 2.0545 0.32
H 1.8822 -0.8707 0.7109 0.30
H 0.5991 0.3656 3.7318 0.32
H -0.1758 -1.2053 4.1588 0.35
H 1.5880 -1.0280 4.0760 0.29



21
Properties=species:S:1:pos:R:3:mulliken_charge:R:1 method="wB97M-V/def2-TZVPD" smiles="C=CCCC.O.O" total_energy_ev=-9505.2013 e_homo_ev=-8.922 e_above_lowest_ev=1.798 homo_lumo_gap_ev=9.733
C -1.3739 1.0460 2.5844 -1.38
C -0.0261 0.9523 1.9247 -0.31
C 0.7644 -0.3209 2.3004 -0.43
C 1.9158 -0.6441 1.3373 -0.27
C 2.3054 0.2916 0.4583 -0.74
H -1.8723 1.9990 2.4476 0.38
H -1.9727 0.1858 2.2478 0.33
H -1.2756 0.9433 3.6744 0.31
H -0.0562 1.0666 0.8094 0.35
H 0.4718 1.9319 2.0614 0.29
H 0.0402 -1.0584 2.6115 0.41
H 1.3361 -0.1228 3.2486 0.23
H 2.1459 -1.6993 1.1252 0.30
H 2.3768 1.3346 0.8025 0.26
H 2.7630 0.1209 -0.5296 0.25
H -0.4816 -3.5057 -3.7778 0.32
H -1.0021 -3.3512 -5.2146 0.32
O -0.5588 -2.8813 -4.5053 -0.64
H -2.2058 1.0886 -3.1122 0.32
H -2.4462 2.4891 -2.5200 0.32
O -1.8645 1.7253 -2.4768 -0.63